--- w ---
A 6-piece molecular cluster, CH14N2O5 overall, computed with ωB97M-V/def2-TZVPD.

Each atom is followed by the atoms it is bonded to, with distances in Å.
Cartesian coordinates (Å):
1 N -1.4614 1.5571 0.3614  C2 1.422, H4 1.050, H21 1.049
2 C -0.0516 1.4266 0.2284  N1 1.422, N3 1.401, H5 1.104, H6 1.109
3 N 0.4697 1.1738 1.5036  C2 1.401, H7 1.006, H14 1.030
4 H -1.7708 2.0766 -0.4968  N1 1.050
5 H 0.3444 2.3820 -0.1585  C2 1.104
6 H 0.2944 0.5803 -0.3995  C2 1.109
7 H -0.0888 1.5540 2.2485  N3 1.006
8 H 1.7304 -0.7642 -2.8292  O10 0.956
9 H -2.0657 -0.8443 -0.9097  O16 0.979
10 O 1.2444 -0.7410 -2.0065  H8 0.956, H15 0.984
11 H -0.9126 -0.8671 -1.9032  O16 0.976
12 H 3.3274 0.1073 -0.0001  O13 0.936
13 O 2.4126 0.2683 -0.1192  H12 0.936
14 H 1.4569 0.8862 1.5634  N3 1.030
15 H 1.8832 -0.6427 -1.2640  O10 0.984
16 O -1.8820 -0.7614 -1.8675  H9 0.979, H11 0.976
17 H -0.2543 -1.3409 1.1321  O19 1.021
18 H 1.3481 -0.8998 0.8862  O19 0.991
19 O 0.7123 -1.4028 1.4561  H17 1.021, H18 0.991
20 H -2.3585 -1.2074 1.5688  O22 0.947
21 H -1.8451 0.5813 0.3264  N1 1.049
22 O -1.7660 -1.0434 0.8479  H20 0.947

## Properties
Frontier orbital gap, eV: 4.55
Net charge: 0


--- x ---
A 6-piece molecular cluster, CH14N2O5 overall, computed with ωB97M-V/def2-TZVPD.

Each atom is followed by the atoms it is bonded to, with distances in Å.
Cartesian coordinates (Å):
1 H 1.1304 1.9704 -1.5944  N2 1.012
2 N 1.0909 1.1378 -2.1683  H1 1.012, C3 1.256
3 C 1.5672 0.1033 -1.6384  N2 1.256, N4 1.376, H5 1.091
4 N 1.4702 -1.1506 -2.1967  C3 1.376, H6 1.000, H7 1.008
5 H 2.1398 -0.0096 -0.7170  C3 1.091
6 H 2.1038 -1.8926 -1.9765  N4 1.000
7 H 0.6976 -1.5092 -2.7364  N4 1.008
8 O -0.5786 1.4145 2.4262  H9 0.959, H10 0.981
9 H -1.0286 1.9685 3.0664  O8 0.959
10 H -0.7545 1.7235 1.5122  O8 0.981
11 O -1.7385 -0.9979 1.6761  H12 0.958, H13 0.977
12 H -1.4987 -1.6685 2.3174  O11 0.958
13 H -1.5000 -0.1145 2.0175  O11 0.977
14 O -1.1435 2.2342 -0.0981  H15 0.961, H16 0.993
15 H -1.9733 2.6182 0.1979  O14 0.961
16 H -1.3008 1.3176 -0.4449  O14 0.993
17 O 2.0449 -2.5486 1.8533  H18 0.964, H19 0.966
18 H 1.2141 -2.2640 2.2508  O17 0.964
19 H 2.1828 -1.8391 1.2125  O17 0.966
20 O -1.6609 -0.1405 -1.1684  H21 0.964, H22 0.969
21 H -0.9400 -0.1631 -1.8078  O20 0.964
22 H -1.5260 -0.7342 -0.4141  O20 0.969

## Properties
SMILES string: [H]/N=C/N.O.O.O.O.O
Frontier orbital gap, eV: 10.11
Net charge: 0


Quick one: least stable of them? w


--- w ---
A 2-piece molecular cluster, C12H24N2O5 overall, computed with ωB97M-V/def2-TZVPD.

Each atom is followed by the atoms it is bonded to, with distances in Å.
Cartesian coordinates (Å):
1 C -2.0664 0.2615 0.8286  C2 1.673, H16 1.191, H17 1.175, H18 1.186
2 C -0.8001 -0.6082 1.4899  C1 1.673, O3 1.349, O4 1.501
3 O -0.7674 -0.6854 2.8360  C2 1.349
4 O 0.2647 -1.2167 0.6237  C2 1.501, C5 1.470
5 C 1.0932 -0.0608 0.2535  O4 1.470, C6 1.637, H19 1.183, H20 1.192
6 C 2.4249 -0.4026 -0.6350  C5 1.637, C7 1.674, H21 1.193, H22 1.170
7 C 3.3021 1.0216 -0.7005  C6 1.674, N8 1.517, H23 1.173, H24 1.184
8 N 2.4241 2.1017 -1.3047  C7 1.517, N9 1.393, C13 1.521
9 N 3.0398 2.6977 -2.4025  N8 1.393, C10 1.376
10 C 2.6245 2.0773 -3.5583  N9 1.376, C11 1.643, C12 1.664
11 C 1.0606 1.8177 -3.9895  C10 1.643, H25 1.184, H26 1.172, H27 1.191
12 C 3.7815 1.5844 -4.6485  C10 1.664, H28 1.180, H29 1.182, H30 1.185
13 C 2.0244 3.1565 -0.2848  N8 1.521, O14 1.362, O15 1.494
14 O 0.8439 3.1500 0.3938  C13 1.362
15 O 2.9064 4.3259 0.0110  C13 1.494, H31 1.021
16 H -1.6734 1.1349 0.1203  C1 1.191
17 H -2.7052 -0.4422 0.1370  C1 1.175
18 H -2.7037 0.8102 1.6646  C1 1.186
19 H 0.4109 0.6539 -0.3963  C5 1.183
20 H 1.4780 0.4676 1.2506  C5 1.192
21 H 2.0532 -0.5730 -1.7561  C6 1.193
22 H 3.0589 -1.3101 -0.2551  C6 1.170
23 H 4.2292 0.8306 -1.3932  C7 1.173
24 H 3.6005 1.2557 0.4215  C7 1.184
25 H 0.3754 1.6937 -3.0314  C11 1.184
26 H 1.0284 0.8166 -4.5987  C11 1.172
27 H 0.7099 2.7380 -4.6588  C11 1.191
28 H 4.4631 0.7523 -4.1637  C12 1.180
29 H 4.3741 2.5662 -4.9366  C12 1.182
30 H 3.2493 1.2061 -5.6374  C12 1.185
31 H 2.3702 4.9354 0.6297  O15 1.021
32 C -3.4903 -4.2131 3.6399  C33 1.520, H36 1.096, H37 1.095, H38 1.094
33 C -4.1484 -2.8438 3.5825  C32 1.520, C34 1.520, O35 1.425, H39 1.095
34 C -4.4655 -2.4408 2.1512  C33 1.520, H40 1.096, H41 1.095, H42 1.094
35 O -3.2777 -1.8766 4.1636  C33 1.425, H43 0.972
36 H -2.5419 -4.2153 3.0910  C32 1.096
37 H -3.2566 -4.4847 4.6749  C32 1.095
38 H -4.1420 -4.9825 3.2143  C32 1.094
39 H -5.0698 -2.8532 4.1750  C33 1.095
40 H -3.5517 -2.3801 1.5496  C34 1.096
41 H -4.9275 -1.4480 2.1243  C34 1.095
42 H -5.1465 -3.1570 1.6810  C34 1.094
43 H -2.4568 -1.8613 3.6440  O35 0.972

## Properties
SMILES string: CC(=O)OCCCN(N=C(C)C)C(=O)O.CC(C)O
Frontier orbital gap, eV: 8.77
Net charge: 0


--- x ---
One molecule with the formula C12H24N2O5, computed with ωB97M-V/def2-TZVPD.

Each atom is followed by the atoms it is bonded to, with distances in Å.
Cartesian coordinates (Å):
1 C 2.6440 6.0951 -0.8302  O2 1.402, H20 1.088, H21 1.098, H22 1.098
2 O 2.5780 4.8315 -0.2259  C1 1.402, C3 1.411
3 C 1.9077 3.8749 -1.0167  O2 1.411, C4 1.523, H23 1.102, H24 1.101
4 C 1.8907 2.5448 -0.2742  C3 1.523, C5 1.530, H25 1.091, H26 1.091
5 C 1.0856 2.6489 1.0227  C4 1.530, N6 1.446, H27 1.092, H28 1.092
6 N 1.1565 1.4258 1.7904  C5 1.446, C7 1.342, H29 1.010
7 C 0.1744 0.5113 1.7771  N6 1.342, O8 1.221, C9 1.520
8 O -0.9107 0.6857 1.2442  C7 1.221
9 C 0.5152 -0.8104 2.4468  C7 1.520, C10 1.543, H30 1.088, H31 1.091
10 C 0.7142 -1.8437 1.3177  C9 1.543, N11 1.452, C17 1.544, H32 1.098
11 N -0.4633 -2.0736 0.4991  C10 1.452, C12 1.456, H33 1.023
12 C -1.3428 -3.1411 0.9533  N11 1.456, C13 1.525, H34 1.101, H35 1.096
13 C -2.5724 -3.2351 0.0564  C12 1.525, C14 1.534, H36 1.091, H37 1.092
14 C -2.1998 -3.5744 -1.3920  C13 1.534, O15 1.408, H38 1.100, H39 1.094
15 O -3.3013 -3.9221 -2.1964  C14 1.408, C16 1.406
16 C -4.1447 -2.8484 -2.5335  O15 1.406, H40 1.088, H41 1.095, H42 1.097
17 C 1.8471 -1.3622 0.3861  C10 1.544, O18 1.201, O19 1.322
18 O 2.8482 -0.8349 0.7886  C17 1.201
19 O 1.5944 -1.5897 -0.8911  C17 1.322, H43 0.992
20 H 3.1777 6.7446 -0.1395  C1 1.088
21 H 1.6412 6.5019 -1.0142  C1 1.098
22 H 3.1846 6.0535 -1.7844  C1 1.098
23 H 0.8781 4.2113 -1.2192  C3 1.102
24 H 2.4236 3.7593 -1.9828  C3 1.101
25 H 2.9169 2.2591 -0.0381  C4 1.091
26 H 1.4600 1.7777 -0.9191  C4 1.091
27 H 0.0308 2.8286 0.8036  C5 1.092
28 H 1.4782 3.4723 1.6238  C5 1.092
29 H 2.0787 1.1354 2.0809  N6 1.010
30 H 1.4228 -0.7386 3.0425  C9 1.088
31 H -0.3172 -1.1238 3.0785  C9 1.091
32 H 1.0440 -2.7975 1.7497  C10 1.098
33 H -0.9938 -1.2004 0.4494  N11 1.023
34 H -1.6733 -2.9896 1.9927  C12 1.101
35 H -0.7792 -4.0796 0.9113  C12 1.096
36 H -3.2336 -4.0156 0.4366  C13 1.091
37 H -3.1083 -2.2845 0.0907  C13 1.092
38 H -1.6537 -2.7315 -1.8416  C14 1.100
39 H -1.5551 -4.4576 -1.4051  C14 1.094
40 H -4.8476 -3.2328 -3.2702  C16 1.088
41 H -4.7030 -2.4756 -1.6681  C16 1.095
42 H -3.5745 -2.0204 -2.9721  C16 1.097
43 H 0.6818 -1.9781 -0.9278  O19 0.992

## Properties
SMILES string: COCCCNC(=O)C[C@@H](NCCCOC)C(=O)O
Frontier orbital gap, eV: 10.20
Net charge: 0


Quick one: least stable of them? w


--- w ---
A 4-piece molecular cluster, C2H11O4 overall, computed with ωB97M-V/def2-TZVPD.

Each atom is followed by the atoms it is bonded to, with distances in Å.
Cartesian coordinates (Å):
1 C 0.0790 -0.5964 1.3018  O2 1.453, C3 1.476, H4 1.188, H5 1.146
2 O 0.0242 0.4713 0.3178  C1 1.453
3 C 1.1932 -1.4629 0.8706  C1 1.476, H6 1.163, H7 1.177, H8 1.107
4 H -0.8443 -1.3413 1.2484  C1 1.188
5 H -0.1525 -0.3397 2.3941  C1 1.146
6 H 1.2326 -2.4806 1.4324  C3 1.163
7 H 2.2319 -0.9437 0.6812  C3 1.177
8 H 1.0028 -1.9228 -0.1180  C3 1.107
9 H -2.2136 1.6582 1.9162  O11 0.940
10 H -1.4706 1.0326 0.7200  O11 1.014
11 O -2.3887 1.1801 1.1256  H9 0.940, H10 1.014
12 H -1.2986 0.7579 -1.4714  O14 1.031
13 H -1.2478 1.1895 -2.9605  O14 0.904
14 O -1.7956 0.7716 -2.3750  H12 1.031, H13 0.904
15 H 2.5940 0.3866 -1.8670  O17 0.959
16 H 1.2208 0.6731 -1.2865  O17 0.935
17 O 1.8331 0.9666 -1.9299  H15 0.959, H16 0.935

## Properties
Frontier orbital gap, eV: 7.88
Net charge: -1


--- x ---
A 4-piece molecular cluster, C2H11O4 overall, computed with ωB97M-V/def2-TZVPD.

Each atom is followed by the atoms it is bonded to, with distances in Å.
Cartesian coordinates (Å):
1 C 0.5950 1.3046 0.4536  O2 1.377, C3 1.539, H4 1.094, H5 1.099
2 O -0.2827 0.3122 0.0782  C1 1.377
3 C 1.7193 1.4581 -0.5865  C1 1.539, H6 1.101, H7 1.096, H8 1.088
4 H 0.0784 2.2693 0.4577  C1 1.094
5 H 1.0839 1.0913 1.4139  C1 1.099
6 H 2.3375 2.3544 -0.4235  C3 1.101
7 H 2.3978 0.5993 -0.5269  C3 1.096
8 H 1.3083 1.4344 -1.5933  C3 1.088
9 H 0.6875 -2.5168 -0.1198  O11 0.964
10 H 0.0917 -1.2316 -0.6076  O11 0.999
11 O 0.6829 -1.9755 -0.9170  H9 0.964, H10 0.999
12 H -1.4351 -1.5566 1.7026  O14 0.963
13 H -1.0222 -0.1335 1.4124  O14 1.029
14 O -1.3557 -0.7265 2.1839  H12 0.963, H13 1.029
15 H -1.9113 -1.5074 -0.7766  O17 0.965
16 H -2.4318 -0.1661 -0.8415  O17 0.971
17 O -2.5435 -1.0096 -1.3098  H15 0.965, H16 0.971

## Properties
Frontier orbital gap, eV: 8.15
Net charge: -1


Quick one: least stable of them? w